Entry 1:
Computed, not measured: C2H4N4 in the gas phase, with ωB97M-V/def2-TZVPD.

CARTESIAN COORDINATES (ANGSTROEM)
N: -1.748 -0.043 -0.147
C: -0.356 0.240 -0.256
N: 0.553 -0.836 -0.562
C: 1.616 -0.490 0.053
N: 1.468 0.663 0.905
N: 0.283 1.046 0.800
H: -2.245 0.509 0.538
H: -1.997 -1.020 -0.141
H: -0.163 0.888 -1.130
H: 2.589 -0.956 -0.060

---

Entry 2:
Computed, not measured: C2H4N4 in the gas phase, with ωB97M-V/def2-TZVPD.

CARTESIAN COORDINATES (ANGSTROEM)
H: 1.634 -1.566 1.126
N: 1.508 -0.557 1.139
C: 0.446 -0.227 0.518
C: -0.585 -0.966 -0.259
N: -1.265 -0.191 -1.020
N: -0.920 1.123 -0.728
N: 0.026 1.059 0.307
H: -0.757 -2.037 -0.251
H: -0.446 1.456 -1.568
H: 0.360 1.904 0.736

---

Computed orbital gap (Eh) in order:
0.342; 0.351
Computed relative energy (zero: lowest compared OMol25 entry of this formula, charge and spin) (kJ/mol) in order:
187.2; 216.9